The following is a quantum chemistry calculation of a 12-piece molecular cluster, C49H127N9O12 overall in a non-equilibrium geometry, from OMol25.

Each line ends with the Löwdin charge.
Cartesian coordinates (Å):
C -9.683 13.978 -10.447  -0.023
C -9.746 15.514 -10.557  -0.489
C -9.186 15.927 -11.918  -0.136
C -10.124 15.613 -13.065  -0.157
C -11.481 16.224 -12.742  -0.141
C -12.081 15.930 -11.377  -0.498
N -11.069 16.107 -10.326  -0.051
O -11.580 15.633 -9.085  -0.052
C -13.178 16.965 -11.108  -0.014
C -12.720 14.544 -11.418  -0.015
C -8.789 16.044 -9.477  -0.016
H -10.011 13.658 -9.459  0.082
H -8.652 13.646 -10.594  0.069
H -10.207 13.456 -11.247  0.058
H -8.977 17.001 -11.878  0.121
H -8.236 15.408 -12.053  0.103
H -10.348 14.547 -13.175  0.095
H -9.697 15.983 -13.996  0.101
H -12.210 15.890 -13.481  0.084
H -11.447 17.309 -12.924  0.126
H -12.691 17.947 -11.138  0.075
H -13.945 16.875 -11.872  0.071
H -13.506 16.913 -10.070  0.066
H -12.088 13.822 -11.929  0.067
H -12.995 14.221 -10.410  0.081
H -13.662 14.513 -11.975  0.079
H -9.214 16.140 -8.482  0.080
H -8.498 17.065 -9.773  0.087
H -7.825 15.538 -9.508  0.059
H -11.276 16.302 -8.467  0.067
C -14.895 21.973 -14.127  -0.032
C -16.193 21.182 -14.350  -0.519
C -16.035 20.526 -15.719  -0.147
C -17.043 19.419 -16.019  -0.168
C -17.030 18.405 -14.871  -0.135
C -17.250 19.040 -13.506  -0.517
N -16.325 20.157 -13.331  -0.085
O -16.454 20.731 -12.040  -0.022
C -18.724 19.416 -13.321  -0.032
C -16.897 17.971 -12.472  -0.035
C -17.331 22.217 -14.404  -0.022
H -14.871 22.833 -14.796  0.088
H -14.015 21.372 -14.366  0.078
H -14.821 22.269 -13.080  0.073
H -16.054 21.312 -16.477  0.121
H -15.053 20.048 -15.822  0.100
H -16.812 18.981 -16.990  0.095
H -18.050 19.846 -16.091  0.105
H -16.134 17.784 -14.911  0.104
H -17.904 17.767 -15.049  0.126
H -19.167 19.733 -14.269  0.069
H -19.339 18.594 -12.950  0.084
H -18.893 20.249 -12.636  0.082
H -17.454 17.047 -12.634  0.091
H -15.864 17.622 -12.624  0.063
H -16.912 18.368 -11.458  0.072
H -18.314 21.764 -14.267  0.062
H -17.379 22.696 -15.382  0.084
H -17.244 22.958 -13.609  0.084
H -15.600 20.550 -11.634  0.081
C -13.124 20.741 -9.806  -0.069
C -13.055 21.525 -8.509  -0.429
C -14.069 22.663 -8.579  -0.218
O -14.110 23.322 -7.323  -0.201
C -15.168 24.244 -7.245  -0.117
N -13.341 20.646 -7.365  0.055
H -14.031 20.126 -9.843  0.065
H -12.348 19.969 -9.833  0.071
H -12.979 21.413 -10.650  0.080
H -12.057 21.961 -8.416  0.139
H -15.078 22.256 -8.744  0.123
H -13.787 23.374 -9.368  0.128
H -16.126 23.725 -7.113  0.087
H -15.226 24.848 -8.161  0.086
H -14.988 24.919 -6.412  0.086
H -13.316 21.243 -6.546  0.068
H -14.291 20.286 -7.485  0.019
C -5.717 13.444 -8.442  -0.061
C -4.662 14.557 -8.411  -0.423
C -5.222 15.786 -7.720  -0.217
O -5.871 15.430 -6.515  -0.196
C -6.202 16.529 -5.717  -0.120
N -3.454 14.124 -7.691  0.034
H -6.641 13.792 -8.915  0.055
H -5.924 13.005 -7.469  0.081
H -5.392 12.611 -9.078  0.077
H -4.436 14.827 -9.444  0.134
H -5.926 16.303 -8.383  0.114
H -4.383 16.431 -7.423  0.124
H -5.334 17.184 -5.544  0.089
H -6.423 16.149 -4.716  0.088
H -7.059 17.109 -6.074  0.085
H -3.285 13.149 -7.933  0.067
H -3.763 14.009 -6.723  0.072
C -10.553 13.106 -5.750  -0.049
C -12.002 13.567 -5.735  -0.396
C -12.167 15.029 -5.340  -0.202
O -11.641 15.852 -6.362  -0.235
C -11.612 17.217 -5.964  -0.072
N -12.531 13.384 -7.118  0.066
H -10.036 13.580 -6.592  0.078
H -10.513 12.030 -5.901  0.061
H -10.006 13.440 -4.868  0.081
H -12.567 12.905 -5.076  0.136
H -11.739 15.297 -4.365  0.130
H -13.253 15.229 -5.280  0.121
H -12.550 17.447 -5.458  0.073
H -11.389 17.896 -6.785  0.086
H -10.761 17.323 -5.275  0.095
H -12.045 14.110 -7.647  0.042
H -13.487 13.725 -7.072  0.046
C -13.949 17.800 -17.753  -0.048
C -13.412 16.763 -16.771  -0.428
C -12.133 16.053 -17.191  -0.180
O -11.693 15.243 -16.100  -0.221
C -10.702 14.326 -16.522  -0.097
N -13.273 17.482 -15.510  0.072
H -14.962 17.987 -17.403  0.053
H -14.037 17.380 -18.759  0.084
H -13.348 18.707 -17.778  0.083
H -14.169 15.984 -16.661  0.119
H -11.311 16.727 -17.467  0.134
H -12.373 15.415 -18.053  0.130
H -9.845 14.914 -16.867  0.084
H -11.007 13.552 -17.238  0.103
H -10.363 13.698 -15.693  0.072
H -12.839 18.388 -15.619  0.076
H -12.801 16.956 -14.800  0.018
C -8.059 12.403 -14.468  -0.052
C -6.726 13.038 -14.816  -0.418
C -6.852 14.106 -15.867  -0.211
O -7.333 13.502 -17.061  -0.215
C -6.996 14.232 -18.222  -0.110
N -5.994 13.522 -13.641  0.055
H -8.609 12.080 -15.361  0.076
H -8.701 13.029 -13.845  0.064
H -7.931 11.438 -13.962  0.069
H -6.074 12.283 -15.267  0.144
H -5.926 14.649 -16.105  0.126
H -7.517 14.966 -15.653  0.110
H -5.923 14.187 -18.411  0.091
H -7.451 15.227 -18.170  0.085
H -7.515 13.715 -19.033  0.089
H -6.535 14.261 -13.202  0.044
H -5.851 12.789 -12.959  0.065
C -12.076 9.714 -6.932  -0.049
C -12.169 9.805 -8.453  -0.429
C -13.594 9.813 -8.988  -0.226
O -14.313 8.639 -8.774  -0.175
C -13.924 7.566 -9.601  -0.104
N -11.433 10.978 -8.920  0.051
H -12.568 8.784 -6.634  0.080
H -12.557 10.529 -6.394  0.067
H -11.018 9.609 -6.689  0.079
H -11.666 8.899 -8.810  0.121
H -13.579 10.071 -10.061  0.124
H -14.119 10.640 -8.499  0.129
H -12.850 7.368 -9.550  0.080
H -14.188 7.795 -10.643  0.091
H -14.446 6.663 -9.295  0.087
H -11.491 11.759 -8.271  0.034
H -11.752 11.349 -9.808  0.072
C -15.403 18.050 -5.788  -0.039
C -15.722 18.213 -7.264  -0.447
C -16.734 17.169 -7.767  -0.199
O -16.366 15.839 -7.437  -0.166
C -15.291 15.445 -8.270  -0.110
N -16.197 19.558 -7.490  0.031
H -16.282 18.351 -5.214  0.087
H -14.608 18.754 -5.528  0.068
H -15.054 17.052 -5.535  0.068
H -14.854 18.004 -7.895  0.116
H -16.768 17.246 -8.865  0.113
H -17.746 17.375 -7.411  0.128
H -14.993 14.419 -8.055  0.074
H -14.425 16.033 -7.940  0.075
H -15.433 15.496 -9.353  0.093
H -16.601 19.779 -8.392  0.084
H -16.834 19.940 -6.805  0.087
C -8.477 10.723 -11.117  -0.190
O -8.575 10.122 -9.842  -0.133
H -9.448 11.132 -11.414  0.067
H -7.751 11.542 -11.092  0.056
H -8.180 10.005 -11.884  0.070
H -9.435 10.355 -9.462  0.023
C -7.132 17.781 -14.600  -0.169
O -6.577 16.920 -13.640  -0.123
H -7.364 18.755 -14.170  0.083
H -6.466 17.929 -15.465  0.078
H -7.993 17.329 -15.098  0.060
H -6.128 17.423 -12.959  0.084
C -14.694 13.948 -14.715  -0.174
O -13.485 13.265 -14.493  -0.117
H -14.626 15.019 -14.486  0.064
H -14.954 13.920 -15.785  0.076
H -15.509 13.487 -14.165  0.081
H -12.776 13.857 -14.772  0.039

Atoms 1-2, force components in eV/Å:
C 0.13 -0.11 -0.27
C 0.69 -1.01 0.53

Output
M ... 1034.6 g/mol
Energy above the lowest of the compared OMol25 structures with the same formula, charge and spin ... 0.0 kJ/mol
Frontier orbital gap ... 0.326 Eh
Total charge ... 0
E ... -3338.562021 a.u.
SMILES ... CC1(C)CCCC(C)(C)N1O.CC1(C)CCCC(C)(C)N1O.COC[C@H](C)N.COC[C@H](C)N.COC[C@H](C)N.COC[C@H](C)N.COC[C@H](C)N.COC[C@H](C)N.COC[C@H](C)N.CO.CO.CO

The following is a quantum chemistry calculation of C13H18Cl2F7MnN5O4S4 as an isolated structure in a non-equilibrium geometry, from OMol25.

Each line ends with the natural charge from an NBO analysis.
Cartesian coordinates (Å):
Mn 0.161 -0.785 1.363  0.859
Cl 0.597 -1.346 3.729  0.159
C 0.226 -3.057 3.389  -0.373
Cl -0.494 -3.064 1.764  0.170
H -0.499 -3.443 4.108  0.267
H 1.152 -3.635 3.369  0.273
F 1.728 -1.517 0.999  -0.541
C 4.531 -1.282 -2.244  -0.677
C 3.316 -0.446 -2.296  0.361
C 3.215 0.787 -2.915  -0.268
C 1.998 1.483 -2.885  0.383
N 0.941 0.926 -2.273  -0.450
C 1.067 -0.215 -1.678  0.299
S -0.335 -0.882 -0.891  0.233
N 2.206 -0.938 -1.700  -0.484
C 1.809 2.803 -3.490  -0.692
H 5.383 -0.790 -2.705  0.265
H 4.352 -2.230 -2.756  0.260
H 4.775 -1.517 -1.207  0.259
H 4.072 1.214 -3.408  0.260
H 2.278 -1.794 -1.152  0.456
H 2.753 3.285 -3.720  0.243
H 1.195 3.423 -2.837  0.293
H 1.231 2.703 -4.410  0.273
S -2.037 -0.140 1.952  0.101
C -3.235 -1.114 1.111  0.371
N -3.917 -2.008 1.803  -0.536
C -4.903 -2.891 1.197  -0.233
C -4.551 -3.076 -0.274  -0.426
C -4.395 -1.713 -0.937  -0.232
N -3.457 -0.911 -0.169  -0.534
H -3.803 -2.039 2.807  0.440
H -5.902 -2.459 1.307  0.229
H -4.884 -3.845 1.728  0.241
H -5.335 -3.646 -0.771  0.265
H -3.614 -3.628 -0.353  0.215
H -5.359 -1.199 -0.986  0.230
H -4.008 -1.817 -1.951  0.242
H -2.934 -0.185 -0.643  0.453
F 4.236 2.776 1.966  -0.270
C 3.065 2.342 2.372  0.788
F 2.429 3.280 3.045  -0.279
F 3.237 1.283 3.158  -0.300
S 2.005 1.748 0.939  2.235
O 1.012 0.910 1.658  -0.945
O 2.841 0.983 0.070  -0.928
N 1.347 2.975 0.276  -1.190
S -0.189 2.958 -0.152  2.263
O -0.391 3.614 -1.386  -0.883
O -0.758 1.635 0.012  -1.002
C -0.922 3.966 1.246  0.749
F -0.845 3.189 2.332  -0.321
F -2.187 4.279 1.044  -0.287
F -0.204 5.050 1.451  -0.284

Atoms 1-2, force components in eV/Å:
Mn -0.74 0.63 -2.11
Cl 0.27 -0.11 0.55

Output
M ... 695.4 g/mol
Spin multiplicity ... 2
Energy above the lowest of the compared OMol25 structures with the same formula, charge and spin ... 246.0 kJ/mol
<S²> ... 0.918
Frontier orbital gap (alpha / beta) ... 0.224 / 0.192 Eh
Total charge ... +2
E ... -5443.477439 a.u.

> Among the records above, which one has the lowest E?

C13H18Cl2F7MnN5O4S4